DFT (ωB97M-V with the def2-TZVPD basis set) results for 3 unconnected molecules or ions with the total composition C4H16NO2 at a distorted geometry.

Summary:
**ΔE to the lowest compared entry with this formula, charge and spin**: 0.636 eV
**Largest force on an atom**: 2.0 eV/A
**Total charge**: +1
**Multiplicity**: 1
**E**: -9986.7450 eV

Structure (XYZ):
```
23
Properties=species:S:1:pos:R:3:forces:R:3:lowdin_charge:R:1
C 2.059997 -1.320179 0.684914 -0.381 0.378 -0.873 -0.024
C 0.921833 -0.272876 0.604974 0.868 -0.796 -0.406 -0.353
N 0.630248 0.060511 -0.852672 -1.708 0.396 1.020 0.002
C -0.020045 -1.041554 -1.635382 1.017 0.464 -0.378 0.023
C 1.258875 0.991522 1.369353 -0.728 -0.018 0.444 -0.037
H 2.847764 -1.025852 1.362525 0.012 0.053 0.318 0.084
H 1.687964 -2.308418 0.934376 0.059 -0.049 0.092 0.089
H 2.517602 -1.372937 -0.306406 0.193 -0.235 0.075 0.082
H -0.011496 -0.755885 0.890558 -0.069 0.331 0.479 0.145
H 1.411826 0.513176 -1.309697 0.347 -0.226 -0.226 0.178
H -0.114796 0.780957 -0.768405 0.270 0.338 -0.430 0.094
H 0.688586 -1.865474 -1.624383 -0.431 -0.300 -0.140 0.097
H -0.166351 -0.666597 -2.645830 0.120 -0.145 -0.079 0.107
H -1.003407 -1.263882 -1.234677 0.161 -0.106 0.398 0.102
H 2.113281 1.534456 0.969196 0.100 -0.136 -0.110 0.100
H 0.411913 1.675179 1.444348 0.028 0.071 -0.229 0.077
H 1.477337 0.707329 2.398484 0.183 -0.011 -0.045 0.099
H -1.862699 1.825353 0.097513 -0.792 0.226 0.120 0.050
H -1.803398 2.612661 -1.274174 -0.750 0.669 -0.298 0.065
O -1.382394 1.986842 -0.708784 1.414 -0.960 0.220 -0.010
H -4.276592 -0.627841 -0.021350 -0.474 -0.326 -0.489 0.037
H -3.880776 0.152135 1.185441 -0.035 0.062 0.336 0.041
O -3.505270 -0.318628 0.440078 0.598 0.319 0.203 -0.048
```
Forces are in eV/Å.